Below is one molecule with the formula C4H9NO2 at a distorted geometry, with properties calculated with ωB97M-V/def2-TZVPD.

Each line ends with the Löwdin charge.
Geometry (Å):
C -2.396 0.242 1.009  -0.108
O -1.110 -0.213 0.640  -0.201
C -0.673 0.349 -0.576  -0.212
C 0.833 0.166 -0.776  -0.209
N 1.672 0.250 0.416  0.006
C 2.605 -0.726 -0.104  -0.383
O 3.507 -0.470 -0.854  0.070
H -2.386 1.317 1.250  0.092
H -3.136 0.074 0.211  0.091
H -2.706 -0.317 1.896  0.090
H -0.947 1.418 -0.609  0.127
H -1.161 -0.140 -1.431  0.126
H 1.218 0.868 -1.516  0.125
H 1.171 -0.866 -1.224  0.134
H 1.134 -0.134 1.200  0.108
H 2.347 -1.742 0.247  0.144

Forces on the atoms, in the same order (eV/Å):
C -0.19 0.03 0.07
O 0.16 -0.07 -0.04
C 0.21 0.03 -0.34
C -0.01 -1.10 -1.12
N 0.47 -0.19 -0.04
C 1.12 0.51 1.46
O -0.52 -0.17 0.53
H 0.05 -0.18 -0.07
H 0.17 -0.02 0.10
H 0.10 0.08 -0.15
H 0.26 -0.17 0.07
H -0.15 0.10 0.11
H -0.23 0.11 0.01
H -2.07 1.29 -0.11
H 0.31 -0.07 -0.33
H 0.32 -0.17 -0.14

SMILES   COCCNC=O
Orbital gap   10.61 eV
Relative energy (zero: lowest compared OMol25 entry of this formula, charge and spin)   2.926 eV
Energy   -362.9780 Eh

Below is C4H9NO2 as an isolated structure at a distorted geometry, with properties calculated with ωB97M-V/def2-TZVPD.

Each line ends with the Löwdin charge.
Geometry (Å):
C -0.858 -0.255 -0.468  -0.243
C 0.541 1.740 -0.115  -0.062
C -1.883 -0.855 0.455  -0.083
N 0.213 0.361 0.187  -0.163
C 1.193 -0.711 0.148  -0.558
O 2.369 -0.141 -0.333  0.085
O 1.219 -1.664 0.914  0.092
H 3.061 -0.805 -0.208  0.120
H -1.277 0.306 -1.309  0.125
H -0.027 -1.308 -0.769  0.194
H -0.363 2.336 0.002  0.092
H 1.337 2.058 0.555  0.090
H 0.907 1.870 -1.138  0.085
H -1.403 -1.440 1.238  0.075
H -2.427 -0.036 0.936  0.079
H -2.603 -1.456 -0.097  0.074

Forces on the atoms, in the same order (eV/Å):
C 0.92 -4.38 -1.19
C 0.46 -0.45 -0.30
C -0.48 0.49 0.01
N 1.89 -0.37 1.05
C 2.57 4.23 4.36
O -0.86 -1.29 -0.59
O -0.45 0.29 -2.04
H 0.07 -0.03 0.05
H 0.28 -0.32 -0.14
H -4.13 1.68 -1.34
H 0.08 0.02 0.22
H -0.22 0.26 0.05
H -0.02 0.04 -0.12
H 0.00 -0.03 -0.14
H -0.09 -0.02 0.10
H -0.02 -0.11 0.02

Orbital gap   9.42 eV
Relative energy (zero: lowest compared OMol25 entry of this formula, charge and spin)   3.327 eV
Energy   -362.9633 Eh

Below is one molecule with the formula C4H9NO2, with properties calculated with ωB97M-V/def2-TZVPD.

Each line ends with the Löwdin charge.
Geometry (Å):
C -0.169 1.444 0.782  -0.024
C 0.164 0.508 -0.341  -0.344
C 1.341 -0.074 -0.570  -0.157
N 2.493 0.084 0.190  0.046
O -0.925 0.092 -1.125  -0.068
C -1.413 -1.149 -0.708  -0.308
O -2.139 -1.079 0.482  -0.020
H -0.719 0.918 1.565  0.079
H -0.800 2.247 0.408  0.083
H 0.733 1.877 1.202  0.069
H 1.448 -0.706 -1.434  0.124
H 2.329 0.327 1.158  0.078
H 3.166 -0.661 0.079  0.081
H -2.045 -1.516 -1.537  0.134
H -0.601 -1.861 -0.516  0.127
H -2.861 -0.451 0.363  0.100

Forces on the atoms, in the same order (eV/Å):
C 0.02 -0.31 -0.31
C 0.07 -0.28 0.18
C -0.40 0.27 0.05
N 0.38 0.19 0.18
O 0.39 0.18 0.09
C -0.46 -0.53 -0.65
O -0.15 0.09 0.35
H -0.01 0.04 0.06
H -0.03 0.11 0.01
H 0.08 0.14 0.08
H -0.06 -0.20 -0.18
H 0.16 -0.14 -0.15
H -0.14 0.19 0.14
H 0.20 0.16 0.25
H -0.10 0.17 -0.05
H 0.03 -0.08 -0.05

SMILES   C/C(=C\N)OCO
Orbital gap   8.75 eV
Relative energy (zero: lowest compared OMol25 entry of this formula, charge and spin)   2.082 eV
Energy   -363.0090 Eh

Below is a 2-piece molecular cluster, C4H9NO2 overall, with properties calculated with ωB97M-V/def2-TZVPD.

Each line ends with the Löwdin charge.
Geometry (Å):
C 1.907 -0.538 -0.467  -0.087
C 1.019 0.348 -1.331  -0.245
N -0.384 0.294 -0.963  0.015
C -0.873 1.061 0.045  -0.422
O -0.275 1.908 0.673  0.038
H 1.593 -1.586 -0.531  0.073
H 2.949 -0.470 -0.799  0.072
H 1.849 -0.231 0.580  0.075
H 1.320 1.395 -1.249  0.116
H 1.088 0.065 -2.387  0.112
H -0.863 -0.584 -1.114  0.134
H -1.948 0.839 0.222  0.111
C -1.909 -0.692 1.771  -0.174
O -0.810 -1.160 1.604  -0.011
H -2.808 -1.132 1.293  0.093
H -2.091 0.217 2.374  0.099

Forces on the atoms, in the same order (eV/Å):
C 0.02 -0.03 0.05
C 0.17 0.07 -0.13
N -0.02 0.05 0.13
C -0.08 0.21 -0.19
O -0.14 -0.11 -0.34
H 0.05 0.13 0.01
H -0.15 -0.01 0.06
H 0.01 -0.04 -0.13
H 0.02 -0.14 0.00
H 0.05 0.04 0.14
H -0.03 0.21 -0.09
H 0.19 0.26 -0.15
C 0.30 -0.35 0.15
O -0.61 -0.06 0.34
H 0.06 -0.07 0.08
H 0.15 -0.16 0.07

SMILES   CCNC=O.C=O
Orbital gap   10.41 eV
Relative energy (zero: lowest compared OMol25 entry of this formula, charge and spin)   1.960 eV
Energy   -363.0135 Eh

Below is one molecule with the formula C4H9NO2 at a distorted geometry, with properties calculated with ωB97M-V/def2-TZVPD.

Each line ends with the Löwdin charge.
Geometry (Å):
C 0.719 2.327 0.603  -0.124
N -0.284 1.824 -0.334  -0.131
C -0.819 0.579 0.078  -0.178
C 0.118 -0.550 -0.247  -0.536
O 1.114 -0.459 -0.934  0.109
O -0.396 -1.553 0.470  -0.070
C -0.235 -2.899 -0.298  0.051
H 0.214 2.405 1.570  0.078
H 1.090 3.275 0.203  0.081
H 1.568 1.631 0.714  0.078
H 0.176 1.799 -1.235  0.104
H -1.730 0.376 -0.513  0.138
H -1.103 0.526 1.134  0.136
H -0.652 -3.541 0.431  0.070
H 0.865 -2.922 -0.317  0.088
H -0.645 -2.819 -1.326  0.105

Forces on the atoms, in the same order (eV/Å):
C -0.19 -0.47 -0.21
N 0.30 1.78 0.42
C -0.06 0.27 -1.46
C -0.01 1.35 1.13
O -1.11 -1.15 0.40
O 0.28 -2.97 -2.36
C 1.80 3.02 0.96
H 0.35 0.49 0.01
H -0.06 0.00 0.51
H -0.05 0.18 0.05
H -0.40 -0.53 -0.13
H 0.11 -0.09 0.31
H 0.15 0.28 -0.20
H -0.54 -1.11 -0.02
H -0.49 -0.87 -0.39
H -0.09 -0.17 0.97

SMILES   CNCC(=O)OC
Orbital gap   9.52 eV
Relative energy (zero: lowest compared OMol25 entry of this formula, charge and spin)   2.104 eV
Energy   -363.0082 Eh

Below is one molecule with the formula C4H9NO2, with properties calculated with ωB97M-V/def2-TZVPD.

Each line ends with the Löwdin charge.
Geometry (Å):
C 1.173 -0.930 -1.634  -0.052
C 0.210 -0.792 -0.458  -0.436
O 0.948 -0.854 0.768  -0.065
C -0.546 0.537 -0.456  -0.066
C -1.601 0.757 0.628  -0.540
N -1.408 0.145 1.825  0.170
O -2.577 1.449 0.391  0.032
H 1.918 -0.126 -1.614  0.087
H 0.647 -0.900 -2.593  0.084
H 1.711 -1.886 -1.584  0.080
H -0.512 -1.622 -0.483  0.146
H 1.387 -1.713 0.810  0.101
H 0.187 1.353 -0.417  0.136
H -1.119 0.675 -1.378  0.129
H -2.124 0.274 2.523  0.112
H -0.550 -0.348 2.028  0.083

Forces on the atoms, in the same order (eV/Å):
C -0.01 0.03 -0.05
C -0.12 0.01 -0.17
O 0.16 -0.24 0.13
C 0.03 -0.02 -0.11
C -0.05 0.01 -0.05
N -0.09 0.04 -0.03
O 0.20 -0.18 0.13
H -0.15 -0.08 0.01
H 0.01 0.03 0.13
H -0.14 0.17 0.03
H 0.04 0.14 0.02
H -0.03 0.18 0.01
H -0.11 -0.06 0.12
H 0.26 -0.15 -0.02
H 0.17 0.01 -0.04
H -0.18 0.10 -0.10

SMILES   C[C@@H](O)CC(N)=O
Orbital gap   10.22 eV
Relative energy (zero: lowest compared OMol25 entry of this formula, charge and spin)   0.369 eV
Energy   -363.0720 Eh

Below is a 2-piece molecular cluster, C4H9NO2 overall at a distorted geometry, with properties calculated with ωB97M-V/def2-TZVPD.

Each line ends with the Löwdin charge.
Geometry (Å):
C -0.642 -2.485 0.478  -0.091
N 0.023 -1.583 1.357  -0.085
C 0.565 -0.782 2.014  0.069
O 0.421 1.807 0.757  -0.106
C 1.015 1.326 -0.438  -0.259
C -0.104 1.107 -1.446  -0.247
O -1.087 0.256 -0.888  -0.092
H -1.722 -2.357 0.583  0.094
H -0.364 -2.245 -0.549  0.085
H -0.365 -3.512 0.728  0.088
H 0.708 1.239 1.489  0.005
H 1.747 2.051 -0.818  0.118
H 1.533 0.374 -0.257  0.104
H -0.541 2.078 -1.726  0.119
H 0.275 0.628 -2.355  0.120
H -1.228 0.628 -0.001  0.078

Forces on the atoms, in the same order (eV/Å):
C -0.08 -0.12 -0.08
N 0.54 0.75 0.65
C -0.54 -0.94 -0.59
O 0.11 0.02 0.16
C 0.09 -0.08 -0.24
C 0.22 0.17 -0.19
O -0.10 0.11 0.17
H 0.16 -0.03 -0.01
H -0.05 -0.04 0.17
H -0.03 0.17 -0.03
H -0.08 0.15 -0.09
H -0.12 -0.09 0.03
H -0.06 0.15 -0.01
H 0.04 -0.16 0.05
H -0.02 0.08 0.14
H -0.08 -0.13 -0.13

Orbital gap   10.93 eV
Relative energy (zero: lowest compared OMol25 entry of this formula, charge and spin)   2.680 eV
Energy   -362.9870 Eh

Below is one molecule with the formula C4H9NO2 at a distorted geometry, with properties calculated with ωB97M-V/def2-TZVPD.

Each line ends with the Löwdin charge.
Geometry (Å):
C -1.905 0.701 1.001  -0.094
C -1.749 -0.599 0.248  -0.264
N -0.732 -0.344 -0.767  0.041
C 0.569 -0.370 -0.259  -0.580
O 0.883 -0.518 0.904  0.090
O 1.450 -0.203 -1.252  -0.026
C 2.797 -0.049 -0.813  -0.054
H -1.030 0.818 1.646  0.072
H -1.837 1.511 0.214  0.089
H -2.820 0.742 1.597  0.074
H -1.427 -1.370 0.952  0.118
H -2.664 -0.937 -0.250  0.112
H -0.930 0.636 -1.078  0.137
H 3.401 -0.016 -1.718  0.092
H 2.897 0.881 -0.247  0.097
H 3.099 -0.883 -0.177  0.094

Forces on the atoms, in the same order (eV/Å):
C -0.07 0.67 -0.26
C -0.14 0.00 0.28
N 0.03 0.62 -0.03
C 0.08 0.09 0.28
O -0.07 -0.28 -0.54
O -0.10 0.11 0.01
C 0.30 0.05 0.04
H -0.25 0.11 0.01
H -0.65 -0.37 1.17
H 0.09 0.29 -0.15
H 0.07 -0.09 -0.37
H 0.15 0.16 0.09
H 0.58 -1.37 -0.49
H -0.05 0.02 0.11
H 0.07 -0.10 -0.06
H -0.04 0.08 -0.10

SMILES   CCNC(=O)OC
Orbital gap   10.76 eV
Relative energy (zero: lowest compared OMol25 entry of this formula, charge and spin)   1.067 eV
Energy   -363.0463 Eh

Below is one molecule with the formula C4H9NO2, with properties calculated with ωB97M-V/def2-TZVPD.

Each line ends with the Löwdin charge.
Geometry (Å):
C -1.751 -0.925 -0.519  -0.043
C -0.586 0.027 -0.348  -0.468
O -0.829 1.253 -0.974  -0.040
C -0.062 0.255 1.098  -0.102
N 1.406 0.132 1.041  0.026
C 2.031 0.442 -0.136  -0.343
O 1.763 1.391 -0.855  0.022
H -1.455 -1.924 -0.176  0.082
H -1.976 -0.990 -1.588  0.085
H -2.653 -0.613 0.012  0.082
H 0.265 -0.474 -0.846  0.124
H 0.069 1.653 -1.031  0.062
H -0.379 1.237 1.468  0.127
H -0.426 -0.493 1.813  0.121
H 1.765 -0.704 1.477  0.123
H 2.818 -0.267 -0.436  0.140

Forces on the atoms, in the same order (eV/Å):
C -0.10 0.03 0.05
C 0.10 -0.42 0.08
O 0.02 0.14 -0.16
C -0.13 0.00 -0.06
N 0.13 -0.18 -0.17
C 0.42 0.33 0.15
O 0.29 -0.31 0.32
H -0.15 0.17 0.01
H -0.06 0.01 0.19
H 0.07 0.03 -0.01
H -0.49 -0.01 -0.13
H -0.62 0.07 -0.10
H 0.12 -0.14 -0.19
H 0.09 0.08 -0.20
H 0.03 0.02 -0.08
H 0.29 0.20 0.30

SMILES   C[C@@H](O)CNC=O
Orbital gap   10.54 eV
Relative energy (zero: lowest compared OMol25 entry of this formula, charge and spin)   1.391 eV
Energy   -363.0344 Eh

Below is one molecule with the formula C4H9NO2 at a distorted geometry, with properties calculated with ωB97M-V/def2-TZVPD.

Each line ends with the Löwdin charge.
Geometry (Å):
C -2.494 -0.130 -1.573  -0.176
C -1.237 0.336 -0.884  -0.254
N -0.675 -0.825 0.070  -0.082
C 0.201 -0.421 1.250  -0.165
C 1.348 0.343 0.771  -0.466
O 1.527 1.505 0.962  0.142
O 2.013 -0.534 -0.192  0.020
H -3.376 -0.552 -0.932  0.093
H -2.941 0.697 -2.196  0.074
H -2.258 -0.970 -2.379  0.104
H -0.488 0.536 -1.781  0.145
H -1.457 1.290 -0.341  0.112
H -1.485 -1.401 0.527  0.141
H 0.618 -1.382 1.462  0.113
H -0.362 0.071 2.080  0.140
H 1.250 -1.056 -0.478  0.058

Forces on the atoms, in the same order (eV/Å):
C -1.85 -1.93 -1.86
C 1.18 -0.87 0.27
N -1.80 0.94 0.05
C -2.46 -0.59 -0.05
C 0.16 -0.38 -2.78
O 1.19 -0.60 -0.08
O -0.09 2.69 1.60
H 1.82 0.85 -0.77
H 0.51 -0.66 0.75
H -0.40 1.55 1.80
H -1.05 -0.35 2.34
H 0.54 -0.82 -0.19
H 1.75 1.66 -1.50
H -0.01 -0.60 1.29
H 0.62 -0.35 -0.61
H -0.08 -0.55 -0.27

SMILES   CCNCC(=O)O
Orbital gap   10.70 eV
Relative energy (zero: lowest compared OMol25 entry of this formula, charge and spin)   2.531 eV
Energy   -362.9925 Eh

Below is one molecule with the formula C4H9NO2, with properties calculated with ωB97M-V/def2-TZVPD.

Each line ends with the Löwdin charge.
Geometry (Å):
C -1.146 0.377 -2.058  -0.058
C -0.894 -0.594 -0.904  -0.392
C -1.946 -0.405 0.177  -0.066
N 0.474 -0.369 -0.395  0.099
C 0.909 0.174 0.758  -0.606
O 0.262 0.805 1.568  0.067
O 2.256 -0.009 0.893  0.091
H -2.201 0.364 -2.329  0.075
H -0.848 1.375 -1.745  0.085
H -0.547 0.129 -2.934  0.073
H -0.872 -1.631 -1.236  0.135
H -1.794 0.566 0.640  0.072
H -2.954 -0.506 -0.212  0.079
H -1.813 -1.090 1.020  0.086
H 1.152 -0.954 -0.857  0.143
H 2.435 0.245 1.809  0.118

Forces on the atoms, in the same order (eV/Å):
C 0.10 -0.33 -0.02
C 0.10 0.64 0.44
C 0.37 -0.02 0.66
N 0.26 -0.85 -0.38
C -0.33 0.57 0.02
O 0.23 -0.23 0.00
O -0.22 -0.25 0.19
H 0.00 0.08 -0.12
H -0.19 0.13 0.08
H -0.01 -0.07 -0.06
H -0.28 -0.01 -0.21
H -0.35 0.21 -0.21
H -0.01 -0.01 -0.13
H -0.02 -0.21 -0.26
H 0.18 0.20 0.09
H 0.14 0.16 -0.09

SMILES   CC(C)NC(=O)O
Orbital gap   10.68 eV
Relative energy (zero: lowest compared OMol25 entry of this formula, charge and spin)   0.186 eV
Energy   -363.0787 Eh

Below is one molecule with the formula C4H9NO2, with properties calculated with ωB97M-V/def2-TZVPD.

Each line ends with the Löwdin charge.
Geometry (Å):
C 1.160 -1.116 -0.591  0.001
C 1.080 -0.462 0.578  -0.500
N 2.151 0.110 1.216  0.145
O -0.116 -0.422 1.229  -0.035
C -1.259 -0.497 0.335  -0.163
C -1.399 0.658 -0.677  -0.251
O -0.816 1.812 -0.119  -0.053
H 1.914 -0.905 -1.328  0.049
H 0.506 -1.965 -0.714  0.054
H 2.093 0.817 1.930  0.100
H 3.039 -0.009 0.752  0.100
H -1.343 -1.432 -0.245  0.112
H -2.081 -0.483 1.043  0.120
H -0.950 0.414 -1.653  0.112
H -2.483 0.801 -0.850  0.119
H -0.910 2.527 -0.757  0.092

Forces on the atoms, in the same order (eV/Å):
C 0.35 -0.20 -0.18
C 0.06 -0.16 -0.39
N -0.21 0.07 -0.05
O 0.06 -0.06 -0.39
C -0.25 0.05 0.25
C -0.09 -0.37 0.04
O -0.03 0.39 -0.05
H 0.47 -0.30 0.15
H -0.20 0.31 -0.53
H -0.39 0.06 -0.27
H -0.24 0.01 0.23
H 0.25 0.24 0.54
H -0.17 0.13 0.03
H 0.07 -0.04 0.39
H 0.24 -0.09 0.11
H 0.07 -0.03 0.12

SMILES   C=C(N)OCCO
Orbital gap   8.49 eV
Relative energy (zero: lowest compared OMol25 entry of this formula, charge and spin)   2.695 eV
Energy   -362.9865 Eh

Calculated molecular weight in order - 103.12 103.12 103.12 103.12 103.12 103.12 103.12 103.12 103.12 103.12 103.12 103.12 g/mol